No. 1
A 6-piece molecular cluster, C8H27ClO9 overall in a non-equilibrium geometry, computed with wB97M-V/def2-TZVPD.

Results
molar mass: 302.75 g mol⁻¹
charge: 0
max |F|: 3.5 eV/A
energy above the lowest of the compared OMol25 structures with the same formula, charge and spin: 64.1 kJ/mol

Geometry (Å):
O  -0.16  -0.47  -0.70
H  -0.54  -1.29  -1.00
H  -0.53  -0.22  0.15
H  0.77  -0.64  -0.51
Cl  -1.28  2.41  -2.69
O  -0.47  1.23  -2.94
O  -0.40  3.48  -2.34
O  -1.90  2.75  -3.88
O  -2.21  2.11  -1.66
C  -3.20  -1.12  0.58
C  -2.45  -0.37  1.70
C  -2.87  -0.63  3.16
O  -1.08  -0.70  1.61
H  -2.84  -0.77  -0.38
H  -4.26  -0.86  0.51
H  -3.01  -2.20  0.54
H  -2.59  0.64  1.33
H  -2.82  -1.71  3.32
H  -3.85  -0.27  3.47
H  -2.15  -0.02  3.71
H  -0.54  -0.36  2.33
C  4.37  -0.11  -0.97
C  3.56  -0.36  0.37
C  3.06  0.98  0.83
O  2.33  -1.01  0.11
H  5.20  0.60  -0.89
H  3.77  0.25  -1.81
H  4.87  -1.02  -1.31
H  4.16  -0.82  1.15
H  2.48  0.88  1.75
H  2.48  1.43  0.03
H  3.78  1.79  0.90
H  2.55  -1.95  0.15
C  -0.80  -3.48  -2.54
O  -1.20  -2.49  -1.66
H  -1.37  -3.45  -3.47
H  0.27  -3.51  -2.76
H  -1.03  -4.45  -2.09
H  -2.15  -2.60  -1.54
C  0.55  3.20  1.50
O  -0.42  2.35  1.01
H  0.22  4.05  2.11
H  1.29  2.64  2.07
H  1.07  3.53  0.60
H  -0.64  2.56  0.10

Atom charges from the natural (NBO) analysis, given in e for atoms 1 to 8: -0.764 0.527 0.540 0.536 2.595 -0.922 -0.893 -0.865


No. 2
C5H9Cl16GaOP as an isolated structure, computed with wB97M-V/def2-TZVPD.

Results
E_tot: -269403.72060 eV
molar mass: 753.07 g mol⁻¹
charge: -1
max |F|: 0.7 eV/A

Geometry (Å):
O  3.15  -1.44  -0.46
P  2.30  -0.09  0.08
Cl  3.15  1.32  -1.25
Ga  0.15  -0.55  -0.88
H  3.53  -1.28  -1.35
H  -0.97  0.22  -0.01
H  0.06  -0.18  -2.43
H  0.05  -2.12  -0.66
C  0.88  2.65  2.93
Cl  2.53  2.33  3.44
Cl  0.24  4.06  3.81
Cl  0.76  2.88  1.20
H  0.27  1.80  3.20
C  -3.45  4.10  4.49
Cl  -3.70  2.52  5.22
Cl  -4.55  4.35  3.13
Cl  -3.62  5.39  5.68
H  -2.44  4.14  4.11
C  -3.29  -4.40  -1.89
Cl  -1.87  -4.51  -2.93
Cl  -2.95  -3.48  -0.44
Cl  -4.66  -3.72  -2.78
H  -3.57  -5.41  -1.60
C  2.54  -4.82  -0.52
Cl  3.12  -5.92  0.74
Cl  3.49  -5.04  -2.00
Cl  0.83  -5.04  -0.83
H  2.69  -3.80  -0.19
C  1.11  3.12  -3.56
Cl  2.35  4.38  -3.45
Cl  0.09  3.08  -2.15
Cl  0.16  3.32  -5.04
H  1.62  2.16  -3.62

Atom charges from the natural (NBO) analysis, given in e for atoms 1 to 8: -1.039 0.549 -0.421 0.308 0.489 -0.300 -0.296 -0.296


No. 3
A 3-piece molecular cluster, C3H13N2O3 overall in a non-equilibrium geometry, computed with wB97M-V/def2-TZVPD.

Results
molar mass: 125.15 g mol⁻¹
charge: +1
max |F|: 2.7 eV/A
energy above the lowest of the compared OMol25 structures with the same formula, charge and spin: 560.4 kJ/mol

Geometry (Å):
N  -0.38  1.49  -1.66
C  -0.98  1.72  -0.39
C  -0.39  0.70  0.70
N  -0.55  -0.59  0.27
C  -1.77  -1.18  0.67
O  0.90  1.05  1.00
H  -0.77  2.05  -2.41
H  -0.22  0.53  -1.90
H  0.77  -1.04  -0.91
H  -2.05  1.52  -0.33
H  -0.81  2.71  0.00
H  -0.98  0.87  1.62
H  -2.08  -1.93  -0.05
H  -1.52  -1.59  1.67
H  -2.56  -0.46  0.89
H  3.16  -1.26  0.31
H  1.18  -2.11  -1.89
O  1.49  -1.26  -1.52
H  1.45  0.23  1.12
H  3.38  -0.53  1.70
O  2.73  -0.93  1.11

Atom charges from the natural (NBO) analysis, given in e for atoms 1 to 8: -0.749 -0.116 0.138 -0.022 -0.499 -0.636 0.413 0.389


No. 4
An isolated ion of composition C3H5F2N2 and charge +1 in a non-equilibrium geometry, computed with wB97M-V/def2-TZVPD.

Results
molar mass: 107.08 g mol⁻¹
charge: +1
max |F|: 3.4 eV/A
energy above the lowest of the compared OMol25 structures with the same formula, charge and spin: 365.8 kJ/mol

Geometry (Å):
C  -1.46  -0.51  0.16
C  0.91  -0.16  -0.49
C  1.28  0.99  0.38
N  -0.49  -0.45  -0.83
N  -1.38  0.19  1.17
F  1.54  -1.27  -0.10
F  0.82  2.10  -0.09
H  -2.20  -1.22  -0.17
H  1.48  0.14  -1.54
H  2.06  0.74  1.14
H  -0.62  -1.25  -1.43
H  -1.93  0.70  1.79

Atom charges from the natural (NBO) analysis, given in e for atoms 1 to 8: 0.339 0.203 0.610 -0.594 -0.671 -0.304 -0.190 0.207


No. 5
An isolated ion of composition C5H6NO and charge +1 in a non-equilibrium geometry, computed with wB97M-V/def2-TZVPD.

Results
molar mass: 96.11 g mol⁻¹
charge: +1
SMILES string: Cc1oc#c[n+]1C
max |F|: 4.0 eV/A
energy above the lowest of the compared OMol25 structures with the same formula, charge and spin: 624.8 kJ/mol

Geometry (Å):
C  0.72  -1.41  0.82
C  -0.24  -0.31  0.68
O  -1.17  -0.11  1.61
C  -1.88  0.95  1.29
C  -1.52  1.52  0.14
N  -0.38  0.60  -0.26
C  0.27  0.89  -1.49
H  1.24  -1.62  -0.11
H  0.20  -2.30  1.17
H  1.46  -1.15  1.58
H  -0.28  0.45  -2.32
H  1.30  0.53  -1.49
H  0.27  1.97  -1.62

Atom charges from the natural (NBO) analysis, given in e for atoms 1 to 8: -0.702 0.644 -0.387 0.386 0.236 -0.337 -0.429 0.268


No. 6
One molecule with the formula C5H7N, computed with wB97M-V/def2-TZVPD.

Results
molar mass: 81.12 g mol⁻¹
charge: 0
SMILES string: C1[C@@H]2[C@H]1[C@@H]1N[C@H]21
max |F|: 0.4 eV/A
energy above the lowest of the compared OMol25 structures with the same formula, charge and spin: 344.1 kJ/mol

Geometry (Å):
C  -0.59  -0.31  1.24
C  -0.29  0.90  0.40
C  -0.97  -0.33  -0.19
C  0.26  -0.51  -1.13
N  1.58  -0.52  -0.50
C  0.87  0.72  -0.62
H  -1.43  -0.13  1.90
H  0.14  -1.00  1.65
H  -0.63  1.88  0.71
H  -1.99  -0.54  -0.53
H  0.16  -0.84  -2.16
H  1.62  -0.87  0.45
H  1.28  1.54  -1.19

Atom charges from the natural (NBO) analysis, given in e for atoms 1 to 8: -0.420 -0.249 -0.239 -0.091 -0.567 -0.081 0.228 0.198